Here is a 2-piece molecular cluster, C3HBr2ClO overall at a distorted geometry from the Open Molecules 2025 dataset. Energies are from the ωB97M-V functional and the def2-TZVPD basis.

Summary:
Relative energy (zero: lowest compared OMol25 entry of this formula, charge and spin) (eV): 4.169
Calculated total energy (eV): -157776.9131
Frontier orbital gap (alpha / beta) (eV): 7.42 / 6.86
Total charge: 0

XYZ file:
```
8
Properties=species:S:1:pos:R:3:forces:R:3
C -0.58064 -0.44396 -0.02539 0.990 0.544 0.007
C -1.01614 -0.54088 -1.13669 -1.085 -0.272 -0.476
C 1.60969 -0.44067 -4.27541 -0.311 0.006 -0.290
O 0.54238 -0.64289 -4.56800 -1.322 -0.069 -1.581
Cl 2.36648 -0.55289 -2.72129 1.870 -0.019 2.433
Br 2.77531 -0.95061 -0.27139 0.027 0.062 -0.608
Br -2.00934 -0.75435 -2.63726 0.225 0.025 0.326
H 0.11312 -0.17990 0.74497 -0.394 -0.276 0.189
```
Positions in Å, forces in eV/Å.